Entry 1:
115
Properties=species:S:1:pos:R:3:mulliken_charge:R:1 method="wB97M-V/def2-TZVPD" e_lumo_ev=-1.316 total_charge=+1 total_energy_ha=-2334.196079 gap_ev=9.098
C 8.511 34.069 18.328 -0.72
O 9.668 34.287 17.511 -0.41
C 10.264 33.131 16.832 -3.22
C 11.398 33.706 16.088 0.20
N 12.141 32.625 15.370 1.63
H 11.536 31.844 15.026 -0.39
H 12.833 33.086 14.474 -0.31
C 13.081 31.646 15.984 -1.29
C 14.187 32.200 16.686 1.42
O 14.886 31.077 17.420 -0.47
C 15.822 31.512 18.405 -0.55
H 8.791 34.934 19.199 0.02
H 8.599 33.049 18.754 0.16
H 7.778 34.250 17.668 0.67
H 9.719 32.734 16.272 2.41
H 10.582 32.542 17.600 0.83
H 12.170 34.290 16.821 -0.04
H 10.931 34.430 15.386 0.15
H 13.430 31.188 14.945 0.00
H 12.582 30.933 16.495 0.43
H 13.593 32.877 17.355 -0.06
H 14.940 32.640 16.034 -0.16
H 16.510 32.116 17.830 0.19
H 16.428 30.714 18.818 0.33
H 15.176 31.900 19.148 0.19
N 4.111 33.064 19.601 -0.08
C 4.466 34.209 19.139 -0.75
C 5.559 34.589 19.774 0.04
C 5.960 33.573 20.782 0.03
C 4.914 32.655 20.705 -1.00
H 3.121 32.620 19.412 0.28
H 3.921 34.631 18.346 0.50
H 6.124 35.674 19.758 0.24
H 6.899 33.730 21.458 0.35
H 4.587 31.762 21.200 0.37
N 17.348 33.288 12.403 0.01
C 16.787 32.241 11.748 -0.34
C 16.274 31.458 12.779 -0.87
C 16.776 32.013 14.071 0.37
C 17.324 33.240 13.803 -0.86
H 17.773 34.133 11.964 0.26
H 16.818 32.268 10.642 0.37
H 15.605 30.493 12.657 0.30
H 16.938 31.658 15.115 0.44
H 17.925 33.932 14.406 0.42
N 12.450 37.046 21.430 -0.09
C 13.216 35.932 22.088 -0.76
C 12.928 34.836 21.319 -0.37
C 11.928 35.198 20.317 0.31
C 11.723 36.536 20.331 -0.55
H 12.549 38.037 21.611 0.19
H 13.753 36.007 23.011 0.43
H 13.253 33.833 21.692 0.36
H 11.430 34.395 19.548 0.00
H 10.961 37.164 19.935 0.43
N 14.391 34.067 13.107 -0.05
C 13.239 34.110 12.295 -0.90
C 12.532 35.242 12.774 -1.21
C 13.292 35.841 13.890 -0.31
C 14.388 35.117 14.086 -0.25
H 15.086 33.253 12.810 0.35
H 13.111 33.411 11.522 0.64
H 11.675 35.584 12.408 0.81
H 13.221 36.717 14.675 0.30
H 15.168 35.390 14.743 0.37
N 11.408 28.295 18.957 -0.04
C 10.549 28.081 20.004 -0.61
C 10.827 29.148 20.865 -0.62
C 11.949 30.033 20.249 -0.19
C 12.127 29.421 19.029 -0.62
H 11.221 27.624 18.172 0.27
H 9.924 27.122 20.131 0.31
H 10.402 29.349 21.819 0.48
H 12.585 30.900 20.721 0.23
H 12.790 29.616 18.206 0.81
N 9.608 31.832 13.457 0.49
C 10.517 31.928 12.454 -0.13
C 11.464 30.994 12.657 -0.87
C 10.960 30.118 13.756 -0.24
C 9.879 30.762 14.235 -0.83
H 8.712 32.396 13.635 0.28
H 10.322 32.873 11.923 0.47
H 12.493 30.910 12.379 0.47
H 11.583 29.298 14.072 0.57
H 9.064 30.739 15.060 -0.31
N 16.966 34.783 18.728 -0.01
C 17.796 35.199 17.766 -1.01
C 16.959 35.735 16.830 -0.21
C 15.555 35.747 17.340 -0.12
C 15.681 34.990 18.482 -0.79
H 17.167 34.467 19.786 0.38
H 18.686 34.940 17.922 0.65
H 17.375 36.151 15.872 0.46
H 14.511 36.169 16.746 0.18
H 14.893 34.622 19.138 0.62
N 6.236 31.515 18.156 0.14
C 5.795 31.337 16.891 -0.51
C 6.688 30.453 16.338 -0.83
C 7.707 30.036 17.492 -0.86
C 7.256 30.723 18.544 -0.99
H 5.930 32.080 18.885 0.62
H 4.896 31.905 16.522 0.55
H 6.868 30.266 15.256 0.52
H 8.475 29.393 17.472 1.00
H 7.579 30.615 19.529 0.54
N 6.730 32.955 13.036 -0.16
C 6.884 33.510 14.244 -0.67
C 7.807 34.536 14.028 0.18
C 8.075 34.586 12.586 -0.02
C 7.484 33.521 11.930 -0.90
H 6.312 31.926 12.859 0.32
H 6.269 33.203 15.120 0.29
H 8.158 35.368 14.916 0.20
H 8.597 35.487 12.016 0.33
H 7.447 33.339 10.885 0.40


Entry 2:
13
Properties=species:S:1:pos:R:3:nbo_charge:R:1 method="wB97M-V/def2-TZVPD" e_lumo_ev=0.759 total_energy_ha=-609.440391 gap_ev=8.716 smiles="C=C=CN(C)S"
C 1.277 -1.806 -1.442 -0.45
C 1.150 -1.183 -0.267 -0.02
C 0.863 -0.421 0.795 -0.09
N -0.247 0.313 1.087 -0.56
C -1.264 0.593 0.111 -0.41
S -0.772 0.365 2.730 0.18
H 1.210 -2.897 -1.534 0.21
H 1.788 -1.351 -2.265 0.21
H 1.722 -0.215 1.605 0.22
H -0.818 1.164 -0.677 0.21
H -1.776 -0.282 -0.241 0.19
H -2.007 1.184 0.584 0.21
H -0.771 1.676 2.821 0.09


Entry 3:
13
Properties=species:S:1:pos:R:3:nbo_charge:R:1 method="wB97M-V/def2-TZVPD" e_lumo_ev=0.770 total_energy_ha=-340.651200 gap_ev=8.964 smiles=COc1c[nH]cn1
C 2.302 0.470 -0.323 -0.26
O 1.473 -0.498 0.328 -0.47
C 0.152 -0.363 0.166 0.49
C -0.829 -1.362 0.499 -0.42
N -1.991 -0.507 0.453 -0.50
C -1.695 0.655 -0.096 0.22
N -0.380 0.803 -0.254 -0.54
H 2.117 0.435 -1.400 0.19
H 3.337 0.185 -0.116 0.20
H 2.122 1.489 0.033 0.20
H -1.425 -1.711 -0.447 0.27
H -2.845 -0.902 0.806 0.43
H -2.463 1.311 -0.475 0.20


Entry 4:
13
Properties=species:S:1:pos:R:3:nbo_charge:R:1 method="wB97M-V/def2-TZVPD" e_lumo_ev=-0.690 total_energy_ha=-1329.794452 gap_ev=7.909
C 0.941 1.864 2.108 -0.15
C -0.001 1.589 1.426 -0.09
C -0.357 -2.073 -0.902 -0.99
C -0.898 1.208 0.517 -0.41
O 0.464 0.238 -2.217 -1.06
P 0.411 -0.344 -0.913 1.50
Cl -1.508 2.176 -0.734 0.07
I 2.560 -0.337 0.173 -0.11
H 1.820 2.173 2.551 0.23
H 0.304 -2.941 -0.961 0.26
H -1.159 -2.280 -0.178 0.25
H -0.965 -1.742 -1.794 0.26
H -1.611 0.469 0.925 0.24